one.
ORCA calculation (wB97M-V/def2-TZVPD) on a structure of composition C2H5OPS.

Properties
orbital gap	7.4	eV
2S+1	1
E_LUMO	-0.0451	Eh

Last column: Mulliken charge in e.
Atoms and positions in Å:
C1 -0.29 -0.81 -0.77  -1.142
C2 -0.16 0.40 0.11  -0.272
O1 2.35 -0.72 0.79  -0.353
P1 1.97 -1.59 -0.30  0.514
S1 -1.84 1.16 0.55  -0.273
H1 -0.88 -1.63 -0.44  0.392
H2 -0.42 -0.65 -1.80  0.363
H3 0.32 1.25 -0.39  0.323
H4 0.49 0.29 1.07  0.336
H5 -1.54 2.29 1.20  0.113

two.
ORCA calculation (wB97M-V/def2-TZVPD) on an isolated molecule of C2H5OPS.

Properties
orbital gap (spin up / spin down)	7.2 / 7.2	eV
2S+1	1
E_LUMO (spin up / spin down)	-0.0445 / -0.0445	Eh

Last column: Mulliken charge in e.
Atoms and positions in Å:
C1 -1.60 1.89 -0.05  -0.367
C2 1.51 -0.95 0.96  -0.560
O1 0.63 -1.94 -1.27  -0.542
P1 0.65 -0.48 -0.43  0.233
S1 -1.78 0.23 0.08  -0.171
H1 -1.35 2.43 0.86  0.255
H2 -1.77 2.56 -0.94  0.261
H3 1.99 -1.78 1.34  0.354
H4 1.53 -0.06 1.66  0.212
H5 0.17 -1.90 -2.20  0.326

If we sort the structures by their calculated energies, the order from most to least stable is one, two.

one.
ORCA calculation (wB97M-V/def2-TZVPD) on an isolated molecule of C10H10N4S.

Properties
orbital gap	7.6	eV
2S+1	1
E_LUMO	-0.0198	Eh

Last column: Mulliken charge in e.
Atoms and positions in Å:
C1 -3.93 -0.54 -0.92  -0.313
C2 -2.59 -0.82 -0.96  -0.622
C3 -4.37 0.50 -0.14  -0.518
C4 -1.67 0.00 -0.35  -0.328
C5 -3.46 1.35 0.45  -0.123
C6 -2.08 1.12 0.36  0.429
C7 2.71 -0.60 0.48  -0.087
C8 1.80 0.55 0.59  0.201
C9 0.73 0.79 1.35  -0.320
C10 4.60 -1.69 -0.39  -0.736
N1 3.23 1.60 -1.48  -0.339
N2 -1.24 2.10 1.05  -0.328
N3 -0.10 1.88 1.33  -0.233
N4 3.85 -0.51 -0.05  -0.233
S1 2.21 1.99 -0.52  0.234
H1 -4.65 -1.26 -1.45  0.277
H2 -2.18 -1.55 -1.61  0.372
H3 -5.41 0.63 -0.03  0.392
H4 -0.76 -0.38 -0.21  0.545
H5 -3.69 2.14 1.18  0.372
H6 2.22 -1.60 0.72  0.200
H7 0.43 0.15 2.27  0.340
H8 4.00 -2.70 -0.21  0.253
H9 5.65 -1.57 -0.02  0.262
H10 4.70 -1.59 -1.44  0.304

two.
ORCA calculation (wB97M-V/def2-TZVPD) on an isolated molecule of C10H10N4S.

Properties
orbital gap	8.7	eV
SMILES	Cc1ccc(N[C@@]2(C#N)N=CCS2)nc1
2S+1	1
E_LUMO	0.0233	Eh

Last column: Mulliken charge in e.
Atoms and positions in Å:
C1 -0.79 -1.84 -1.83  -0.111
C2 0.19 2.87 -0.02  -0.351
C3 0.98 1.83 -0.51  -0.638
C4 -1.40 1.22 0.83  -0.683
C5 -1.01 2.58 0.62  0.789
C6 0.41 0.54 -0.36  0.386
C7 1.70 -3.71 -0.56  -0.229
C8 1.09 -3.79 0.80  -0.497
C9 0.39 -1.99 -0.94  1.173
C10 -1.90 3.72 1.12  -1.230
N1 -1.84 -1.86 -2.29  -0.446
N2 -0.69 0.24 0.34  -0.194
N3 1.40 -2.87 -1.39  -0.598
N4 1.18 -0.50 -0.83  -0.388
S1 -0.25 -2.56 0.69  -0.148
H1 0.62 3.90 -0.05  0.279
H2 1.98 2.00 -0.92  0.349
H3 -2.26 1.12 1.44  0.397
H4 2.35 -4.60 -0.83  0.338
H5 0.63 -4.74 1.03  0.397
H6 1.88 -3.45 1.56  0.266
H7 -2.89 3.38 0.95  0.342
H8 -1.97 4.22 2.18  0.219
H9 -1.70 4.66 0.52  0.301
H10 1.90 -0.38 -1.54  0.278

If we sort the structures by their calculated energies, the order from most to least stable is two, one.

one.
ORCA calculation (wB97M-V/def2-TZVPD) on a cluster of 7 separate species, C14H28Br14 in total.

Properties
orbital gap	10.4	eV
SMILES	BrCCBr.BrCCBr.BrCCBr.BrCCBr.BrCCBr.BrCCBr.BrCCBr
2S+1	1
E_LUMO	0.0091	Eh

Last column: Mulliken charge in e.
Atoms and positions in Å:
Br1 3.82 2.02 1.46  -0.172
C1 2.34 3.28 1.75  0.324
C2 2.89 4.58 2.27  -0.617
Br2 1.52 6.00 2.24  -0.190
H1 1.70 2.78 2.47  -0.168
H2 1.83 3.35 0.80  -0.010
H3 3.71 4.92 1.65  0.407
H4 3.28 4.44 3.28  0.414
Br3 -1.16 4.17 8.21  -0.171
C3 -0.39 2.93 6.88  -0.602
C4 -1.04 3.13 5.54  -0.568
Br4 -0.14 1.92 4.29  -0.134
H5 -0.45 1.90 7.22  0.387
H6 0.65 3.23 6.84  0.347
H7 -0.72 4.12 5.23  0.339
H8 -2.12 3.04 5.49  0.409
Br5 -0.15 1.65 -0.50  -0.074
C5 0.35 -0.20 -0.50  -0.711
C6 0.28 -0.79 0.90  -0.441
Br6 0.45 -2.77 0.84  -0.219
H9 1.30 -0.37 -1.00  0.412
H10 -0.36 -0.73 -1.13  0.357
H11 -0.72 -0.66 1.31  0.291
H12 1.00 -0.32 1.57  0.383
Br7 -3.02 4.08 -2.60  -0.173
C7 -1.63 5.06 -1.61  -0.352
C8 -0.47 5.40 -2.52  -0.571
Br8 0.96 5.91 -1.22  -0.150
H13 -1.26 4.33 -0.90  -0.017
H14 -2.11 5.88 -1.10  0.422
H15 -0.65 6.31 -3.09  0.406
H16 -0.17 4.65 -3.24  0.402
Br9 -4.16 -5.47 -0.24  -0.184
C9 -4.28 -4.14 1.20  -0.629
C10 -3.37 -2.93 0.95  -0.160
Br10 -3.37 -1.85 2.56  -0.162
H17 -3.96 -4.58 2.13  0.400
H18 -5.32 -3.85 1.20  0.363
H19 -3.70 -2.39 0.06  0.393
H20 -2.33 -3.13 0.73  -0.016
Br11 2.36 -7.17 -1.72  -0.171
C11 1.10 -6.27 -2.94  -0.434
C12 0.13 -5.51 -2.06  -0.446
Br12 -1.20 -4.57 -3.19  -0.172
H21 0.61 -7.03 -3.54  0.435
H22 1.80 -5.63 -3.47  0.176
H23 0.59 -4.80 -1.38  0.202
H24 -0.40 -6.22 -1.42  0.406
Br13 0.63 -0.84 -3.72  -0.124
C13 2.22 -1.75 -4.38  -0.601
C14 1.79 -2.62 -5.55  -0.566
Br14 3.40 -3.64 -6.06  -0.179
H25 2.61 -2.38 -3.59  0.399
H26 2.95 -1.07 -4.80  0.436
H27 1.37 -2.08 -6.39  0.442
H28 1.01 -3.31 -5.23  0.230

two.
ORCA calculation (wB97M-V/def2-TZVPD) on a cluster of 7 separate species, C14H28Br14 in total.

Properties
orbital gap	10.3	eV
SMILES	BrCCBr.BrCCBr.BrCCBr.BrCCBr.BrCCBr.BrCCBr.BrCCBr
2S+1	1
E_LUMO	0.0047	Eh

Last column: Mulliken charge in e.
Atoms and positions in Å:
Br1 16.25 -27.44 22.26  -0.156
C1 15.84 -25.47 22.14  -0.478
C2 17.09 -24.68 21.64  -0.634
Br2 16.73 -22.85 20.84  -0.164
H1 15.40 -25.17 23.10  0.356
H2 15.07 -25.39 21.37  0.327
H3 17.43 -25.33 20.83  0.335
H4 17.99 -24.61 22.26  0.414
Br3 24.74 -22.06 18.39  -0.140
C3 26.43 -21.82 17.20  -0.630
C4 26.01 -21.90 15.70  -0.584
Br4 25.74 -23.80 15.13  -0.132
H5 27.29 -22.39 17.55  0.426
H6 26.90 -20.86 17.40  0.348
H7 26.61 -21.29 15.03  0.391
H8 25.00 -21.51 15.59  0.319
Br5 16.50 -24.03 32.30  -0.168
C5 18.38 -23.50 31.79  -0.624
C6 18.31 -22.81 30.52  -0.593
Br6 20.15 -22.39 29.84  -0.170
H9 18.95 -24.42 31.69  0.379
H10 18.90 -22.97 32.59  0.412
H11 17.88 -21.84 30.75  0.352
H12 17.69 -23.42 29.85  0.412
Br7 30.64 -22.63 24.18  -0.151
C7 30.34 -23.96 22.75  -0.591
C8 29.38 -24.99 23.42  -0.629
Br8 29.20 -26.63 22.19  -0.192
H13 31.29 -24.44 22.52  0.379
H14 29.98 -23.50 21.83  0.382
H15 28.43 -24.52 23.63  0.394
H16 29.99 -25.21 24.29  0.409
Br9 18.06 -17.43 29.80  -0.147
C9 19.12 -16.56 28.42  -0.493
C10 20.54 -17.02 28.50  -0.680
Br10 21.64 -16.34 26.99  -0.168
H17 18.97 -15.50 28.61  0.341
H18 18.68 -16.77 27.45  0.363
H19 20.78 -18.06 28.74  0.407
H20 20.98 -16.62 29.41  0.376
Br11 20.64 -21.51 24.58  -0.195
C11 22.44 -21.04 23.90  -0.613
C12 23.25 -20.95 25.14  -0.527
Br12 25.09 -21.28 24.45  -0.186
H21 22.50 -20.17 23.25  0.422
H22 22.77 -21.82 23.20  0.387
H23 23.03 -21.62 25.97  0.403
H24 23.26 -19.97 25.61  0.310
Br13 20.83 -17.85 18.68  -0.159
C13 22.13 -17.38 17.19  -0.469
C14 21.14 -17.10 15.94  -0.627
Br14 22.19 -16.94 14.18  -0.187
H25 22.82 -18.22 17.11  0.332
H26 22.63 -16.47 17.52  0.339
H27 20.64 -16.13 16.03  0.374
H28 20.37 -17.87 15.89  0.400

If we sort the structures by their calculated energies, the order from most to least stable is one, two.

one.
ORCA calculation (wB97M-V/def2-TZVPD) on a cluster of 2 separate species, C3H10NO2S in total.

Properties
orbital gap	6.3	eV
charge	-1
2S+1	1
E_LUMO	0.1063	Eh

Last column: Mulliken charge in e.
Atoms and positions in Å:
C1 -0.25 1.02 -0.03  -0.493
C2 -0.05 2.37 0.91  -0.575
S1 -1.43 3.55 0.89  -0.301
N1 0.93 0.20 -0.19  -0.572
C3 0.85 -1.23 0.41  -0.507
O1 0.62 -2.09 -0.58  -0.880
H1 -0.65 1.33 -1.09  0.325
H2 -1.04 0.41 0.26  0.503
H3 -0.18 2.10 1.91  0.182
H4 0.97 2.73 0.58  0.388
H5 -1.54 4.34 -0.10  0.069
H6 0.97 -0.09 -1.24  0.226
H7 0.18 -1.17 1.16  0.343
H8 1.78 -1.43 0.88  0.293
H9 -0.27 -3.90 -1.98  0.285
H10 -0.39 -3.71 -0.56  0.415
O2 -0.50 -4.42 -1.24  -0.700

two.
ORCA calculation (wB97M-V/def2-TZVPD) on a cluster of 2 separate species, C3H10NO2S in total.

Properties
orbital gap	5.9	eV
charge	-1
2S+1	1
E_LUMO	0.1208	Eh

Last column: Mulliken charge in e.
Atoms and positions in Å:
C1 0.97 -0.22 -1.01  0.444
O1 0.97 -0.93 -2.10  -0.845
C2 -0.55 0.27 -0.67  0.134
C3 -0.43 1.56 0.15  -0.932
S1 -2.16 2.35 0.40  -0.302
N1 -1.43 -0.76 -0.22  -0.490
H1 1.23 -0.79 0.01  -0.727
H2 1.60 0.69 -1.02  0.276
H3 -0.85 0.71 -1.64  0.160
H4 0.19 2.28 -0.36  0.469
H5 -0.20 1.39 1.21  0.293
H6 -2.74 1.23 0.93  0.104
H7 -1.22 -1.07 0.71  0.216
H8 -1.66 -1.50 -0.86  0.233
H9 2.85 -1.75 1.31  0.313
H10 1.34 -1.74 1.29  0.363
O2 2.10 -1.70 1.88  -0.709

If we sort the structures by their calculated energies, the order from most to least stable is two, one.

one.
ORCA calculation (wB97M-V/def2-TZVPD) on a cluster of 2 separate species, CH5NO2P in total.

Properties
orbital gap	7.7	eV
charge	-1
2S+1	1
E_LUMO	0.1584	Eh

Last column: Mulliken charge in e.
Atoms and positions in Å:
C1 0.74 1.61 -2.46  -0.821
N1 -1.16 -0.85 1.85  -0.559
O1 0.31 0.19 -0.23  -0.446
O2 -0.61 -2.03 2.51  -0.405
P1 1.24 0.32 -1.42  -0.322
H1 0.15 -2.13 1.94  0.310
H2 -0.26 2.04 -2.22  0.254
H3 1.27 1.62 -3.33  0.326
H4 -0.93 -0.07 2.45  0.239
H5 -0.75 -0.68 0.91  0.425

two.
ORCA calculation (wB97M-V/def2-TZVPD) on a cluster of 2 separate species, CH5NO2P in total.

Properties
orbital gap (spin up / spin down)	6.6 / 6.6	eV
charge	-1
2S+1	1
E_LUMO (spin up / spin down)	0.1596 / 0.1596	Eh

Last column: Mulliken charge in e.
Atoms and positions in Å:
C1 1.48 -0.59 0.08  -1.068
N1 -2.32 0.04 0.14  -0.461
O1 0.71 2.01 0.00  -0.513
O2 -1.73 -0.29 -1.09  -0.639
P1 0.77 0.87 -0.97  0.292
H1 1.24 -0.42 1.10  0.251
H2 2.54 -0.69 0.05  0.423
H3 1.24 -1.51 -0.42  0.310
H4 -1.93 -0.43 0.99  0.174
H5 -2.00 1.02 0.11  0.229

If we sort the structures by their calculated energies, the order from most to least stable is one, two.

one.
ORCA calculation (wB97M-V/def2-TZVPD) on an isolated molecule of CF4OS.

Properties
orbital gap	10.7	eV
2S+1	1
E_LUMO	-0.0082	Eh

Last column: Mulliken charge in e.
Atoms and positions in Å:
C1 -0.22 -0.65 -0.43  0.677
O1 -0.56 1.87 0.48  -0.397
F1 0.05 -1.86 0.04  -0.209
F2 0.52 -0.39 -1.45  -0.182
F3 -1.50 -0.54 -0.78  -0.204
F4 1.73 0.84 1.05  -0.331
S1 -0.03 0.72 1.10  0.646

two.
ORCA calculation (wB97M-V/def2-TZVPD) on a structure of composition CF4OS.

Properties
orbital gap	9.3	eV
2S+1	1
E_LUMO	-0.0339	Eh

Last column: Mulliken charge in e.
Atoms and positions in Å:
C1 -0.97 0.05 -0.06  0.535
O1 2.03 -0.87 -0.82  -0.368
F1 -1.46 1.09 -0.86  -0.213
F2 -1.25 0.29 1.21  -0.173
F3 -1.51 -1.18 -0.38  -0.190
F4 1.76 0.34 1.26  -0.242
S1 1.39 0.29 -0.36  0.651

If we sort the structures by their calculated energies, the order from most to least stable is one, two.